Record 1
Here is a cluster of 2 separate species, C46H46N3O in total at a distorted geometry from the Open Molecules 2025 dataset. Energies are from ωB97M-V/def2-TZVPD.

Its charge is +1. The value obtained for the energy above the lowest of the compared OMol25 structures with the same formula, charge and spin is 0.0 kcal/mol. The molecular weight comes out at 656.89 g mol⁻¹. The HOMO-LUMO gap comes out at 4.490 eV.

CARTESIAN COORDINATES (ANGSTROEM)
C1 0.70 1.54 -4.86
C2 0.10 -0.12 3.42
C3 3.44 -0.56 -1.23
H1 -2.77 2.62 -2.35
H2 -1.67 -1.52 -0.12
C4 1.09 -3.25 -3.61
C5 -1.16 0.42 0.58
C6 0.35 0.53 -5.77
C7 -1.63 1.72 -6.38
H3 2.42 2.34 -3.83
C8 -1.46 -1.76 5.65
H4 2.54 -0.54 -0.62
H5 -1.60 -2.72 6.14
H6 -6.99 -0.84 3.59
H7 5.88 -0.74 3.60
C9 -1.59 1.14 -0.52
H8 -2.59 5.05 -2.66
H9 -2.12 0.61 -1.28
H10 -0.69 0.94 1.39
C10 0.02 -0.80 -2.92
H11 -2.77 -3.35 0.45
C11 -0.79 0.63 -6.53
H12 -0.63 -3.61 1.77
H13 -1.04 -0.15 -7.23
H14 1.79 1.97 3.45
C12 4.00 1.66 -2.02
H15 -6.12 -2.84 4.72
C13 1.29 -0.69 3.29
C14 -2.03 4.56 -1.88
C15 -1.44 2.54 -0.67
H16 -2.94 -4.56 1.70
C16 1.37 -0.88 -3.27
C17 2.58 -0.01 3.42
H17 0.09 3.41 -4.02
N1 -1.34 -1.96 4.22
H18 -4.17 -4.02 3.79
C18 -4.46 -1.58 1.50
C19 -5.53 -0.90 2.03
C20 -0.53 4.69 -0.02
C21 -5.65 -2.48 3.82
H19 -5.91 -0.02 1.54
N2 3.27 0.41 -2.34
C22 5.01 1.32 -0.91
H20 1.50 -4.20 -3.89
C23 -1.31 2.72 -5.49
H21 -0.07 2.86 0.96
H22 3.53 -1.57 -1.63
H23 4.94 2.04 -0.08
H24 3.68 -1.83 3.42
H25 -0.38 0.16 -2.65
H26 6.03 1.40 -1.29
H27 -0.55 -1.29 6.03
C24 -0.63 3.33 0.17
H28 3.26 2.40 -1.70
H29 -2.53 1.79 -6.96
C25 -0.15 2.64 -4.74
C26 4.98 -0.15 3.57
H30 -1.82 -1.84 -2.66
H31 -0.87 -4.02 -3.29
H32 5.53 -0.79 -0.67
C27 4.69 -0.12 -0.45
N3 -1.21 -1.59 1.92
C28 -2.81 -3.48 1.54
H33 6.02 1.71 3.70
H34 4.53 -0.18 0.63
H35 2.93 -2.20 -3.90
C29 2.68 1.38 3.49
C30 -1.16 -0.89 3.23
C31 -0.24 -3.14 -3.27
H36 -2.31 -1.12 5.87
H37 0.03 0.92 3.68
H38 -1.97 3.56 -5.35
C32 -1.34 -0.94 0.72
H39 1.00 -0.32 -5.87
C33 3.91 1.99 3.59
H40 3.97 3.07 3.64
C34 3.75 -0.76 3.47
O1 -1.79 -4.24 4.27
C35 -1.48 -3.03 2.16
C36 -4.58 -3.16 3.28
H41 0.09 5.28 0.64
C37 -3.98 -2.74 2.10
C38 2.22 0.33 -3.26
C39 -0.78 -1.92 -2.92
H42 -2.03 -0.23 3.27
C40 5.06 1.23 3.63
C41 1.86 1.44 -3.99
H43 1.32 -1.75 3.06
C42 1.89 -2.13 -3.62
H44 -3.98 -1.22 0.61
C43 -6.13 -1.35 3.19
C44 -1.23 5.31 -1.04
H45 -1.15 6.37 -1.18
C45 -2.14 3.20 -1.71
H46 4.47 2.05 -2.92
C46 -1.54 -3.21 3.67

Results of the Mulliken charge analysis, in e, for atoms 1 through 2:
1. C 0.01
2. C -1.48


Record 2
Here is a structure of composition C46H47BN9O7S3Tb at a distorted geometry from the Open Molecules 2025 dataset. Energies are from ωB97M-V/def2-TZVPD.

Its multiplicity is 8. Its expectation value of S² is 16.538. Its charge is -1. The molecular weight comes out at 1103.88 g mol⁻¹. The HOMO-LUMO gap (spin up / spin down) comes out at 4.451 / 7.620 eV.

CARTESIAN COORDINATES (ANGSTROEM)
C1 -1.00 2.67 -1.53
H1 -7.62 1.12 -0.59
C2 -2.04 -2.15 -2.77
H2 -3.69 -3.60 -3.04
O1 -0.40 -2.69 0.09
H3 1.45 -6.32 -1.14
O2 -0.66 0.57 -4.03
N1 1.54 -3.06 -1.47
H4 -5.45 -0.08 -1.71
H5 1.84 3.73 -6.80
C3 1.19 2.23 -5.42
C4 2.77 1.58 -3.71
C5 -5.57 0.35 -0.73
N2 -4.95 1.00 1.28
H6 -3.32 2.31 3.28
H7 0.39 3.35 -2.99
H8 -2.22 -1.87 4.08
C6 5.19 4.82 1.81
C7 0.50 -1.28 3.12
C8 -6.96 2.12 2.15
H9 1.12 2.64 -1.54
C9 0.72 -5.04 0.40
H10 -8.01 1.84 2.13
C10 4.02 1.35 0.92
C11 3.66 2.54 -4.20
H11 0.45 -2.12 3.81
C12 -0.01 2.06 3.91
H12 2.36 -8.36 3.39
C13 -0.85 -1.02 2.55
H13 0.39 4.27 -1.49
C14 2.09 3.14 -5.93
H14 -4.09 -0.98 2.30
H15 0.68 1.73 4.68
O3 2.19 -1.24 0.38
C15 -2.07 -1.36 3.15
H16 4.02 4.04 -5.68
N3 -1.15 1.46 -0.98
H17 0.22 2.08 -5.87
C16 -1.08 -2.45 -3.86
N4 -1.84 -1.16 -1.89
C17 1.52 1.46 -4.32
H18 1.82 -8.23 0.40
C18 4.86 5.53 0.66
C19 -1.76 2.96 1.97
H19 0.27 -5.90 3.62
C20 0.49 2.58 2.72
H20 -0.05 -3.99 2.06
Tb1 0.25 -0.68 -0.77
C21 4.30 4.86 -0.41
O4 0.99 -0.21 -2.76
H21 1.21 -1.51 2.33
S1 2.24 0.98 1.43
H22 -1.25 -3.45 -4.23
C22 0.52 0.55 -3.68
C23 1.42 -7.30 0.78
C24 1.23 -6.23 -0.09
H23 3.59 -3.01 -1.58
C25 -3.14 2.40 -1.13
H24 0.87 -0.41 3.66
H25 0.69 -8.24 3.95
C26 3.32 3.31 -5.30
C27 4.94 3.47 1.88
C28 -6.65 0.97 -0.16
H26 2.57 2.52 3.32
B1 -3.08 0.05 -0.10
C29 4.04 3.51 -0.33
H27 3.59 2.99 -1.17
H28 4.09 0.84 -0.04
O5 -0.59 -4.33 -1.70
C30 0.56 -5.99 2.59
H29 5.20 2.92 2.78
H30 -2.45 4.28 -2.04
C31 -0.40 3.04 1.76
N5 -1.06 -0.40 1.39
H31 4.05 5.41 -1.31
C32 2.81 -3.20 -0.84
N6 -4.56 0.36 0.17
H32 5.63 5.34 2.65
H33 -0.01 3.46 0.85
O6 3.97 -2.35 1.09
C33 1.31 -8.34 3.06
H34 -4.20 2.49 -1.02
H35 -6.89 3.19 1.95
S2 3.21 0.54 -2.41
C34 -1.37 1.98 4.12
C35 -2.25 2.41 3.14
O7 1.42 1.23 0.23
N7 -2.46 1.31 -0.73
H36 -1.21 -1.72 -4.67
C36 -2.25 3.30 -1.64
S3 0.29 -3.70 -0.74
C37 -3.02 -0.92 2.26
C38 0.31 3.27 -1.91
H37 2.98 -4.21 -0.43
H38 4.61 2.67 -3.71
H39 -2.45 3.32 1.22
H40 -6.55 1.93 3.13
C39 4.35 2.79 0.82
C40 1.95 2.57 2.42
C41 3.04 -2.18 0.32
N8 -2.93 -1.10 -1.10
N9 -2.40 -0.34 1.22
H41 4.63 0.83 1.66
C42 1.09 -7.19 2.12
C43 -3.80 -2.08 -1.45
C44 0.38 -4.92 1.73
H42 -1.75 1.56 5.04
C45 -6.20 1.36 1.11
H43 -4.72 -2.23 -0.91
C46 -3.27 -2.76 -2.52
H44 5.04 6.59 0.61
H45 -0.06 -2.37 -3.49
H46 1.08 -9.29 2.58
H47 2.23 3.41 1.80

Results of the Mulliken charge analysis, in e, for atoms 1 through 2:
1. C 0.40
2. H 0.42


Record 3
Here is a structure of composition C46H48BrCrN4S2 from the Open Molecules 2025 dataset. Energies are from ωB97M-V/def2-TZVPD.

Its multiplicity is 5. Its expectation value of S² is 6.102. Its charge is -1. The molecular weight comes out at 852.95 g mol⁻¹. The HOMO-LUMO gap (spin up / spin down) comes out at 4.782 / 6.506 eV.

CARTESIAN COORDINATES (ANGSTROEM)
H1 0.39 -2.65 0.55
C1 -0.35 1.77 3.26
C2 -4.99 -0.87 -0.92
C3 -2.41 4.08 -0.19
C4 5.81 -4.51 4.25
C5 2.03 0.33 -0.62
C6 -3.06 -1.87 -2.16
H2 2.28 1.65 2.38
S1 6.90 -3.10 2.42
C7 -2.14 3.88 3.14
C8 0.34 3.67 -4.57
H3 1.40 3.64 -4.74
C9 -1.13 1.95 2.10
C10 2.50 1.21 -1.62
H4 -3.14 1.27 0.04
H5 -5.74 -1.50 -1.41
C11 -2.07 3.00 2.06
H6 2.21 2.59 -3.16
C12 -0.55 4.40 -5.39
C13 -0.29 -0.11 -1.56
C14 -1.83 -4.30 -2.62
H7 -3.82 3.90 1.39
H8 -5.48 0.07 -0.64
C15 -1.77 -2.10 -1.64
C16 -3.08 -4.06 -3.16
C17 -3.69 -2.85 -2.91
C18 -0.46 2.68 4.31
C19 -1.34 3.75 4.25
C20 0.45 -0.14 4.73
H9 2.82 0.39 3.49
H10 2.51 -2.72 2.51
H11 0.21 -0.46 -2.46
H12 6.10 -1.19 0.69
H13 -4.69 -2.66 -3.30
H14 5.67 -5.19 5.07
C21 -3.80 2.03 0.43
H15 -1.60 3.54 -0.68
N1 2.23 -1.30 1.08
H16 1.16 -0.96 4.78
H17 -3.58 -4.82 -3.75
S2 -1.99 3.26 -3.64
C22 0.66 0.65 3.44
H18 1.06 -4.24 0.68
C23 2.82 -0.46 0.17
H19 -4.36 1.56 1.24
N2 -1.14 -1.07 -0.91
C24 1.37 -3.07 -1.89
C25 -3.05 3.26 0.93
C26 -0.68 1.40 -1.60
N3 0.64 0.25 -0.42
C27 0.21 -3.69 0.26
H20 -0.23 5.00 -6.24
C28 -1.16 -3.36 -1.85
C29 0.18 -3.78 -1.26
H21 -1.73 1.63 -1.78
H22 -3.14 4.32 -0.96
C30 -1.85 4.28 -5.01
C31 3.02 -2.07 1.81
C32 5.02 -1.23 0.80
H23 -1.35 -5.27 -2.77
H24 -1.42 4.44 5.08
C33 -4.25 0.14 -3.11
H25 -4.67 -1.37 -0.01
C34 1.65 2.00 -2.45
H26 -0.71 -4.03 0.72
C35 3.92 1.25 -1.76
H27 1.38 -3.21 -2.97
C36 5.19 -2.97 2.61
C37 -3.81 -0.59 -1.85
H28 4.34 1.91 -2.51
H29 -2.00 5.01 0.20
H30 -4.97 -0.45 -3.68
H31 -0.56 -0.55 4.77
H32 -4.73 1.09 -2.86
Cr1 -0.51 -0.76 0.87
H33 2.25 1.95 4.12
H34 2.31 -3.44 -1.47
H35 -2.73 4.72 -5.45
H36 7.99 -4.64 3.98
H37 5.82 0.55 -1.14
H38 0.26 -4.84 -1.50
H39 3.73 -3.86 3.93
H40 -2.87 4.69 3.09
C38 -0.29 2.98 -3.56
C39 2.09 1.19 3.35
H41 0.54 -0.07 2.63
C40 0.27 2.12 -2.52
C41 4.24 -0.41 0.00
H42 -3.41 0.36 -3.77
Br1 -2.05 -1.82 2.43
C42 7.03 -4.24 3.70
N4 -0.98 1.10 0.97
H43 1.34 -2.00 -1.69
H44 0.46 2.40 0.05
C43 4.76 -3.78 3.62
C44 4.42 -2.08 1.74
C45 -0.16 1.52 -0.14
H45 0.16 2.55 5.19
H46 0.60 0.50 5.61
H47 -3.12 0.04 -1.30
H48 -4.51 2.33 -0.35
C46 4.75 0.49 -1.00

Results of the Mulliken charge analysis, in e, for atoms 1 through 2:
1. H -0.17
2. C 0.71


Record 4
Here is a structure of composition C46H48BrN12O4SSr at a distorted geometry from the Open Molecules 2025 dataset. Energies are from ωB97M-V/def2-TZVPD.

Its charge is -1. The value obtained for the energy above the lowest of the compared OMol25 structures with the same formula, charge and spin is 21.2 kcal/mol. The molecular weight comes out at 1032.56 g mol⁻¹. The HOMO-LUMO gap comes out at 5.855 eV.

CARTESIAN COORDINATES (ANGSTROEM)
H1 -3.54 1.67 -0.79
C1 -0.51 3.92 -4.04
C2 -1.52 -3.75 -3.73
C3 4.16 -1.29 -4.48
H2 -2.99 0.11 4.51
O1 0.94 -1.96 0.20
C4 -0.61 3.93 1.75
C5 4.65 3.23 1.12
S1 2.93 -0.63 -2.13
C6 5.54 -0.22 -2.83
C7 0.65 -3.44 -2.77
H3 -1.90 5.35 -3.18
N1 -0.14 1.60 1.87
N2 -1.73 1.47 -1.82
H4 0.34 -6.38 3.35
H5 -4.40 2.90 -2.16
C8 0.69 -4.28 3.61
H6 2.12 -5.39 4.79
H7 -3.48 4.21 -1.39
H8 5.51 1.30 0.40
H9 2.61 -1.13 4.83
N3 -5.34 -0.48 0.98
N4 2.72 2.89 0.00
H10 -6.93 -1.34 2.06
Sr1 -0.44 -0.68 1.05
H11 1.72 -3.36 -2.84
C9 -6.20 -0.53 2.16
H12 -2.45 4.68 -4.73
N5 -4.00 -0.17 2.73
C10 0.89 -3.13 -0.26
C11 -3.03 0.98 -1.48
C12 0.93 -1.81 3.70
H13 -1.60 -6.02 1.81
N6 -2.58 3.35 -3.11
H14 -2.49 -1.36 3.63
N7 -0.79 -2.82 2.36
C13 0.50 0.54 3.93
H15 5.13 -1.78 -6.32
N8 -2.94 -0.30 0.66
C14 0.70 0.68 5.31
O2 1.41 -4.16 0.16
C15 -0.49 2.65 1.18
H16 5.65 0.22 -1.85
C16 1.79 -4.40 4.49
C17 -1.92 4.45 -3.81
H17 -0.42 3.44 -5.02
H18 -5.48 -0.26 4.21
Br1 -3.90 -3.72 -2.17
H19 -2.24 -3.69 1.23
H20 -3.84 -0.98 -1.11
H21 0.81 1.99 7.00
C18 -5.98 -0.10 -0.26
C19 -1.59 2.51 -2.56
H22 0.25 4.70 -3.96
N9 -1.29 -3.35 -1.37
O3 8.84 -0.64 -5.51
C20 -1.41 -3.88 1.91
H23 -2.18 -3.95 -4.56
H24 -6.74 0.41 2.29
H25 -4.30 4.48 -2.94
C21 4.27 -0.72 -3.19
C22 -2.98 -0.40 -0.79
C23 7.58 -0.96 -5.94
C24 0.82 2.17 -2.91
C25 0.14 1.73 3.19
C26 -2.01 -3.58 -2.45
C27 -2.80 -0.31 3.52
O4 7.45 -1.29 -7.09
N10 3.56 1.87 -0.20
H26 -5.06 -1.83 3.48
C28 -0.35 4.09 3.08
H27 -0.92 4.76 1.13
H28 3.29 1.05 -0.79
C29 0.63 1.93 5.93
H29 1.00 1.63 -3.84
C30 0.25 -2.99 3.21
C31 2.03 -2.00 4.53
H30 -0.43 5.06 3.55
C32 0.04 -3.30 -1.52
C33 3.37 3.72 0.80
C34 0.05 2.98 3.86
H31 -6.18 -0.97 -0.89
H32 0.27 4.03 5.74
C35 -5.20 -0.76 3.28
H33 3.31 -3.37 5.57
N11 0.47 -0.62 3.24
C36 -1.05 -5.19 2.24
H34 8.83 -0.44 -4.57
N12 -0.37 2.96 -2.97
H35 3.19 -1.67 -4.78
H36 0.73 1.45 -2.10
H37 2.91 4.64 1.13
C37 0.00 -5.39 3.08
C38 0.33 3.07 5.23
C39 6.50 -0.87 -4.96
H38 -6.94 0.37 -0.03
H39 -5.39 0.63 -0.82
C40 4.72 2.03 0.45
H40 0.86 -0.20 5.91
C41 6.62 -0.31 -3.68
C42 2.44 -3.28 4.92
H41 -3.64 0.88 -2.39
H42 -0.67 2.49 0.12
H43 7.57 0.10 -3.33
H44 0.30 -3.77 -4.86
C43 5.23 -1.35 -5.33
H45 5.40 3.69 1.74
C44 -4.02 -0.30 1.36
C45 -0.14 -3.66 -3.88
C46 -3.74 3.75 -2.34
H46 -2.07 -0.91 -1.11
H47 1.67 2.82 -2.71
H48 -1.99 0.24 3.06

Results of the natural (NBO) charge analysis, in e, for atoms 1 through 2:
1. H 0.18
2. C -0.21